216
Properties=species:S:1:pos:R:3 method="wB97M-V/def2-TZVPD" homo_energy_ev="-3.99 / -7.26" orbital_gap_ha="0.1646 / 0.2821" total_energy_ha=-4974.7384 s2=8.7545 multiplicity=6
Cr 1.92765 1.68615 1.97175
C 0.50839 -1.35492 -1.11862
C 0.07212 -0.59749 0.13090
C -0.84189 -1.41678 0.94988
O 1.11506 0.05679 0.83240
H 1.03638 -2.29587 -0.96388
H 1.15729 -0.75236 -1.75420
H -0.30599 -1.64360 -1.78311
H -0.60901 0.14336 -0.28779
H -0.38029 -2.28206 1.42563
H -1.65309 -1.74874 0.30192
H -1.17129 -0.90216 1.85252
C 8.42190 2.35004 -6.86894
O 7.02656 1.96898 -6.87039
C 6.10420 3.02527 -6.84817
C 4.64832 2.47481 -6.91700
N 4.36165 1.91805 -5.57943
C 2.96587 1.40665 -5.42394
C 2.74640 0.34833 -4.27338
O 3.66305 -0.77246 -4.34977
C 3.57757 -1.73819 -3.32660
H 8.54634 2.84838 -5.90755
H 8.60945 3.10319 -7.63424
H 9.11417 1.50821 -6.85533
H 6.26081 3.64496 -7.73110
H 6.17941 3.72315 -6.01426
H 4.57210 1.67980 -7.65879
H 3.95939 3.25634 -7.23746
H 5.03445 1.20309 -5.34221
H 2.56256 1.06939 -6.37877
H 2.39872 2.30897 -5.19531
H 1.74747 -0.05632 -4.43613
H 2.74707 0.87939 -3.32150
H 2.64400 -2.28220 -3.47014
H 3.52623 -1.30373 -2.32825
H 4.45938 -2.37490 -3.25499
C -4.76616 7.29784 -0.89877
O -4.76591 5.92181 -0.51459
C -4.36495 5.58104 0.80234
C -4.91211 4.20279 1.14682
N -4.12270 3.11624 0.54866
C -4.84200 1.84873 0.61848
C -4.12846 0.74117 -0.19474
O -4.34685 0.93492 -1.58758
C -3.89444 -0.17490 -2.38268
H -3.76573 7.70489 -0.75205
H -5.52698 7.83062 -0.32833
H -4.96809 7.39834 -1.96518
H -4.81493 6.28861 1.49874
H -3.28933 5.69729 0.93513
H -5.97479 4.23223 0.90608
H -4.80930 4.17329 2.23156
H -3.81669 3.24030 -0.40584
H -5.88001 1.76613 0.29626
H -4.94293 1.50658 1.64845
H -4.48188 -0.24917 0.09237
H -3.05784 0.72863 0.00952
H -4.48750 -1.03918 -2.08370
H -2.86140 -0.37743 -2.10000
H -3.92819 0.04275 -3.45020
C 3.24085 -5.25571 2.53286
O 3.06230 -5.28698 1.08062
C 2.54390 -4.07132 0.46604
C 3.58740 -2.94063 0.37726
N 4.74395 -3.42434 -0.38411
C 5.85451 -2.52605 -0.76158
C 6.71101 -2.22441 0.42510
O 7.53066 -3.29567 0.94391
C 8.44799 -3.95818 0.06323
H 3.95668 -4.46351 2.75218
H 3.67411 -6.19797 2.86830
H 2.25719 -5.08111 2.96878
H 1.59847 -3.76574 0.91425
H 2.27980 -4.35054 -0.55396
H 3.87465 -2.54326 1.35075
H 3.21140 -2.02287 -0.07489
H 5.08008 -4.31686 -0.05166
H 5.38173 -1.63103 -1.16595
H 6.44051 -3.00925 -1.54338
H 5.99924 -1.90803 1.18758
H 7.41101 -1.40726 0.25085
H 9.16151 -4.59799 0.58248
H 9.00558 -3.20342 -0.49132
H 7.81830 -4.59360 -0.55954
C -5.61257 -2.32555 8.42240
O -7.02382 -2.62921 8.42539
C -7.94287 -1.73778 7.81710
C -8.08722 -1.96574 6.28782
N -6.91704 -1.57436 5.48267
C -7.22560 -1.43078 4.07641
C -5.95867 -1.28320 3.15922
O -5.37221 -2.52297 3.13876
C -4.13569 -2.51143 2.48070
H -5.07541 -3.13924 8.90970
H -5.44100 -1.39118 8.95682
H -5.23086 -2.39041 7.40348
H -7.72531 -0.71932 8.13882
H -8.95087 -2.02434 8.11696
H -8.99821 -1.42231 6.03707
H -8.44013 -2.98737 6.14701
H -6.33842 -2.40209 5.49591
H -7.81601 -0.52338 3.94931
H -7.76491 -2.32418 3.76165
H -5.34738 -0.44982 3.50548
H -6.22533 -1.09798 2.11870
H -4.16235 -2.42985 1.39409
H -3.71194 -3.49743 2.67136
H -3.45370 -1.75010 2.85933
C -1.61999 -5.20830 0.27307
O -2.42864 -5.70614 1.29910
C -1.84490 -6.75478 2.02488
C -0.68756 -6.49407 3.03502
N -1.17812 -5.66577 4.15970
C -0.01493 -5.25460 4.92349
C -0.31895 -4.03357 5.76010
O -0.72853 -2.99114 4.89575
C -1.38648 -1.93224 5.64200
H -2.09123 -4.33908 -0.18571
H -1.57255 -5.90008 -0.56793
H -0.62574 -4.87685 0.57260
H -1.50680 -7.54755 1.35758
H -2.59109 -7.24391 2.65104
H 0.15420 -6.08182 2.47861
H -0.27654 -7.46131 3.32414
H -1.34212 -4.73244 3.81025
H 0.80677 -4.91122 4.29500
H 0.30509 -6.12591 5.49489
H 0.56079 -3.68523 6.30122
H -1.01900 -4.28024 6.55834
H -1.63052 -1.22414 4.85008
H -0.72530 -1.45898 6.36793
H -2.37919 -2.26699 5.94294
C 4.21201 4.67038 -2.66660
O 3.65742 3.82369 -1.72672
C 2.23215 3.66507 -1.98969
C 1.65667 2.59666 -1.00308
N 1.79310 3.13741 0.37245
C 0.66501 4.00185 0.70711
C -0.51057 3.31621 1.30769
O -0.10690 2.39602 2.34576
C -1.31321 1.90155 3.00946
H 4.14534 4.28423 -3.68373
H 5.27904 4.84748 -2.53182
H 3.73358 5.64689 -2.74159
H 2.05360 3.30017 -3.00116
H 1.73476 4.62996 -1.89126
H 2.26969 1.70620 -1.14233
H 0.61823 2.34706 -1.22093
H 2.55011 3.79822 0.27063
H 0.34431 4.69691 -0.06888
H 1.06187 4.59268 1.53265
H -1.11753 2.78278 0.57615
H -1.10292 4.12858 1.72872
H -1.17008 1.10995 3.74498
H -2.14026 1.63442 2.35164
H -1.64515 2.72631 3.64008
C 1.37876 -0.41722 4.30950
O 2.42102 0.35760 3.66083
C 3.57756 -0.39468 3.44165
C 4.62392 0.49353 2.78159
N 4.10464 1.10206 1.57580
C 5.05073 2.10350 1.08961
C 6.29185 1.58676 0.34415
O 6.05640 0.72863 -0.72449
C 5.31909 1.25612 -1.85832
H 0.90026 -1.22306 3.75293
H 0.61932 0.32611 4.55200
H 1.73934 -0.87089 5.23268
H 3.36442 -1.24729 2.79687
H 4.10029 -0.85072 4.28241
H 5.46340 -0.15576 2.53304
H 4.93934 1.26549 3.48351
H 4.29234 0.39015 0.88439
H 5.34494 2.77221 1.89854
H 4.47828 2.71652 0.39347
H 6.96146 1.01712 0.98853
H 6.80976 2.47225 -0.02435
H 5.78020 2.09740 -2.37575
H 4.26362 1.46360 -1.68213
H 5.31595 0.50329 -2.64657
C -2.34370 6.69380 -4.46910
O -1.24648 6.42672 -3.60577
C -1.43576 6.20721 -2.19188
C -1.99635 4.78613 -1.83785
N -1.16810 3.82574 -2.63254
C -1.75607 2.49456 -2.78133
C -1.03548 1.63856 -3.81858
O -0.77819 2.24396 -5.08472
C -1.98340 2.58666 -5.73316
H -2.05184 6.93119 -5.49212
H -2.89994 7.57070 -4.13783
H -2.85949 5.73428 -4.50636
H -2.04178 6.96816 -1.70017
H -0.43554 6.30232 -1.76925
H -3.04604 4.78616 -2.13156
H -1.93474 4.64757 -0.75845
H -0.94425 4.28366 -3.50450
H -2.84167 2.52491 -2.87425
H -1.62956 1.95976 -1.84001
H -1.49788 0.65719 -3.92447
H -0.05752 1.39859 -3.40133
H -2.44520 1.66791 -6.09473
H -1.73982 3.14734 -6.63561
H -2.66812 3.16945 -5.11703
C -2.43832 -3.52288 -3.61620
C -3.88040 -4.05983 -3.77862
C -4.52362 -4.33661 -2.44607
O -4.57930 -2.97065 -4.31613
H -1.82422 -4.35423 -3.27004
H -2.32750 -2.75043 -2.85519
H -1.97355 -3.18786 -4.54349
H -3.90748 -4.92037 -4.44707
H -3.96253 -5.05044 -1.84299
H -5.51152 -4.73471 -2.67775
H -4.62740 -3.45577 -1.81247
H -5.46254 -3.25445 -4.56303


66
Properties=species:S:1:pos:R:3 method="wB97M-V/def2-TZVPD" smiles="CN(C)CCCN(Cc1cc2cc3c(cc2[nH]c1=O)OCCO3)C(=O)NC1CCCCC1" homo_energy_ev=-7.99 orbital_gap_ha=0.2967 total_energy_ha=-1454.9675
C -7.04837 -1.49233 0.88180
N -6.30115 -2.55361 0.24442
C -5.49424 -3.28168 1.19752
C -5.64903 -2.16630 -0.98714
C -4.66890 -0.97755 -0.96791
C -3.32178 -1.28169 -0.30917
N -2.40142 -0.17173 -0.44324
C -1.68385 -0.00128 -1.68586
C -0.18702 -0.04788 -1.48490
C 0.41569 -1.00048 -0.73788
C 1.82644 -1.01747 -0.53314
C 2.47435 -1.98790 0.23534
C 3.84208 -1.95887 0.40785
C 4.59865 -0.92237 -0.17596
C 3.97392 0.03048 -0.96083
C 2.59669 -0.01074 -1.14962
N 1.95504 0.93487 -1.90403
C 0.59570 1.02435 -2.09126
O 0.12273 1.97075 -2.70376
O 5.94546 -0.81771 0.01130
C 6.44014 -1.62372 1.06102
C 5.83008 -3.02086 0.98250
O 4.43113 -2.94952 1.14841
C -2.32712 0.72673 0.59531
O -2.90792 0.53296 1.65059
N -1.56903 1.83015 0.37105
C -1.29491 2.78434 1.42360
C -1.15680 4.19204 0.84329
C 0.11396 4.34773 0.00874
C 1.34612 3.96504 0.82366
C 1.21980 2.53946 1.35236
C -0.03329 2.39966 2.20992
H -7.71294 -1.93516 1.62453
H -6.41002 -0.75567 1.39080
H -7.65454 -0.98083 0.13575
H -4.87683 -4.00877 0.67343
H -6.16427 -3.82028 1.87088
H -4.84679 -2.63910 1.81023
H -5.13252 -3.04931 -1.37556
H -6.45149 -1.91748 -1.69135
H -4.49155 -0.67875 -2.00481
H -5.12423 -0.13048 -0.45420
H -3.45256 -1.44072 0.76143
H -2.87495 -2.17748 -0.75302
H -1.94243 0.94134 -2.18629
H -1.98080 -0.81573 -2.35256
H -0.17828 -1.76910 -0.26482
H 1.90933 -2.77722 0.70394
H 4.57429 0.80732 -1.40685
H 2.50649 1.67627 -2.32025
H 7.52380 -1.65354 0.94212
H 6.18635 -1.17012 2.02849
H 6.20354 -3.66280 1.78114
H 6.06972 -3.46696 0.00732
H -1.11774 1.98406 -0.51139
H -2.15388 2.73953 2.10373
H -2.03266 4.41989 0.23284
H -1.13008 4.90247 1.67218
H 0.05885 3.72661 -0.88750
H 0.19935 5.38444 -0.32423
H 2.24300 4.05727 0.20656
H 1.44934 4.65195 1.66740
H 1.16498 1.83967 0.51677
H 2.10227 2.27914 1.94176
H -0.13940 1.37182 2.56096
H 0.04590 3.05018 3.08308


95
Properties=species:S:1:pos:R:3 method="wB97M-V/def2-TZVPD" homo_energy_ev="-9.47 / -9.51" orbital_gap_ha="0.2357 / 0.2353" total_energy_ha=-8868.8575 s2=0.7546 multiplicity=2 total_charge=+1
Cu 13.23028 -19.98472 -1.54879
Br 6.31832 -11.84783 -1.30904
C 7.81616 -12.55978 -0.45049
C 8.01421 -13.93125 -0.33558
C 9.04612 -14.41573 0.44450
C 9.87437 -13.58336 1.16379
C 9.65776 -12.21522 1.04101
C 8.67565 -11.68686 0.21700
N 10.79062 -13.99905 2.16996
N 11.56736 -14.93457 2.00147
C 11.72178 -15.63866 0.76843
C 12.16465 -15.08766 -0.39253
C 12.48995 -15.91634 -1.51212
C 12.42377 -17.29876 -1.45802
O 12.84989 -18.13933 -2.38927
C 11.93000 -17.84941 -0.20854
N 11.97345 -19.20623 -0.13082
C 11.60582 -19.81235 0.95096
C 11.26910 -19.09658 2.11286
C 11.27751 -17.72801 2.10208
C 11.60943 -17.07621 0.87213
H 7.31126 -14.60113 -0.78285
H 9.15207 -15.48012 0.53766
H 10.25255 -11.53876 1.61996
H 8.48632 -10.61291 0.16463
H 12.32786 -14.03231 -0.47794
H 12.94163 -15.47851 -2.37430
H 11.63753 -20.90196 0.91439
H 11.00288 -19.65699 3.00984
H 11.08955 -17.14329 2.98249
C 17.36642 -19.22325 -1.52120
C 17.82014 -19.79533 -2.70732
C 16.91772 -20.32172 -3.60408
C 15.54631 -20.30584 -3.29402
C 15.06947 -19.85204 -2.06022
C 16.01055 -19.29577 -1.20594
C 14.53001 -20.91160 -4.20854
C 14.77507 -22.16956 -4.81841
C 13.76324 -22.84638 -5.43722
C 12.44699 -22.31127 -5.43818
C 11.33898 -23.07326 -5.85936
C 10.06962 -22.56309 -5.74591
C 9.89754 -21.26456 -5.18631
C 10.96865 -20.54040 -4.74722
C 12.26539 -21.06055 -4.86948
N 13.34792 -20.31556 -4.37934
H 18.01206 -18.74486 -0.80449
H 18.88404 -19.79339 -2.90435
H 17.28812 -20.73774 -4.53858
H 15.69685 -18.85758 -0.27475
H 15.75346 -22.59486 -4.71970
H 13.95749 -23.79070 -5.90471
H 11.47977 -24.08716 -6.19945
H 9.21269 -23.14620 -6.06692
H 8.89456 -20.91981 -5.04725
H 10.84702 -19.59447 -4.23042
Ge 13.33979 -18.30834 -5.02647
C 15.10322 -17.66825 -4.83562
C 15.91825 -17.99081 -5.93625
C 17.24583 -17.58955 -5.94951
C 17.75117 -16.83162 -4.88804
C 16.94521 -16.49699 -3.80812
C 15.61860 -16.93938 -3.76749
C 11.87973 -17.09299 -5.11573
C 12.06809 -15.75253 -4.81401
C 11.15286 -14.80110 -5.27734
C 10.04089 -15.20361 -6.01248
C 9.87356 -16.53282 -6.36103
C 10.80316 -17.46035 -5.92933
H 13.26313 -18.92803 -6.46897
H 15.53941 -18.57440 -6.77072
H 17.88277 -17.85646 -6.77366
H 18.76503 -16.49285 -4.88120
H 17.35913 -15.90631 -3.00428
H 14.97648 -16.71933 -2.91278
H 12.94827 -15.40244 -4.28451
H 11.29994 -13.75709 -5.06861
H 9.29951 -14.46340 -6.34756
H 9.02412 -16.85760 -6.95149
H 10.66485 -18.49439 -6.22346
S 12.34172 -22.27749 -2.01551
C 12.21072 -23.26567 -0.64207
N 13.14308 -23.31010 0.32706
C 13.06481 -24.16615 1.51095
C 11.62238 -24.57038 1.78661
C 10.96810 -25.07469 0.51059
N 11.16327 -24.08454 -0.54666
H 13.99086 -22.79578 0.15857
H 13.45752 -23.62912 2.36779
H 13.68197 -25.05877 1.38030
H 11.04378 -23.71573 2.16659
H 11.61750 -25.34722 2.55003
H 9.88936 -25.20430 0.65535
H 11.37275 -26.04635 0.18220
H 10.45658 -23.95912 -1.23932


17
Properties=species:S:1:pos:R:3 method="wB97M-V/def2-TZVPD" smiles="C=CCC=O.CO" homo_energy_ev=-9.07 orbital_gap_ha=0.3568 total_energy_ha=-346.9146
C -0.71352 1.33875 0.01662
C -0.92111 0.47553 -0.97539
C 0.12456 0.25300 -2.04756
C 0.82074 -0.83587 -1.29821
O 1.75450 -0.66478 -0.53718
H -1.39796 1.43614 0.84957
H 0.12617 2.02660 0.01051
H -1.75238 -0.22368 -0.94522
H -0.30244 -0.07710 -2.99987
H 0.76631 1.12791 -2.19114
H 0.31681 -1.82028 -1.35880
C -0.03408 -0.67370 2.12537
O 0.69156 0.42310 1.64193
H -0.73053 -0.30019 2.88354
H 0.65012 -1.39323 2.58298
H -0.62785 -1.19451 1.35054
H 1.22909 0.10232 0.89230